No. 1
{"formula": "CH6NOPS", "method": "wB97M-V/def2-TZVPD", "e_above_lowest_kj_mol": 596.1, "orbital_gap_ha": [0.3262, 0.2993], "total_energy_ha": -911.065950, "elements": ["C", "N", "O", "P", "S", "H", "H", "H", "H", "H", "H"], "xyz": [[0.404, -1.361, 0.849], [1.020, 0.464, -1.276], [1.468, -0.624, 0.387], [-0.793, 2.145, -0.177], [-0.559, 0.471, -1.485], [0.005, -2.291, 0.243], [-0.377, -0.613, 1.113], [0.718, -1.865, 1.851], [1.425, -0.266, -1.894], [-2.108, 2.313, -0.617], [-1.204, 1.628, 1.003]], "forces_ev_per_a": [[-0.42, -1.00, 0.90], [1.84, -1.50, 0.37], [0.40, -0.40, -1.00], [0.35, 1.09, -1.60], [-1.26, 0.22, 0.58], [0.69, 1.92, 0.54], [-0.38, -0.98, -0.11], [-0.25, 1.01, -1.39], [-0.12, 0.41, 0.53], [-0.44, 0.33, -0.03], [-0.40, -1.09, 1.21]], "nbo_charge": [-0.302, -0.658, -0.474, 0.243, 0.335, 0.161, 0.163, 0.221, 0.374, -0.032, -0.032]}

No. 2
{"formula": "CH6NOPSi", "method": "wB97M-V/def2-TZVPD", "e_above_lowest_kj_mol": 25.1, "orbital_gap_ha": 0.3149, "total_energy_ha": -802.494997, "elements": ["C", "N", "O", "Si", "P", "H", "H", "H", "H", "H", "H"], "xyz": [[0.632, 0.224, -0.004], [1.361, 1.393, -0.205], [-0.683, 0.412, -0.158], [-1.948, -0.596, -0.016], [1.281, -1.317, 0.452], [1.171, 2.231, -0.658], [2.378, 1.171, 0.087], [-1.750, -1.285, -1.301], [-3.089, 0.368, 0.365], [-2.073, -1.667, 0.916], [2.719, -0.934, 0.522]], "forces_ev_per_a": [[0.68, 1.49, -0.29], [3.26, -4.04, 2.47], [1.46, 1.13, 0.60], [-1.66, 0.12, -0.75], [0.67, 0.31, 0.13], [-0.97, 1.19, -0.83], [-2.40, 1.18, -1.08], [-0.85, -0.04, -0.31], [0.68, -0.71, -0.76], [0.41, -0.56, 1.05], [-1.28, -0.06, -0.23]], "nbo_charge": [0.258, -0.828, -0.861, 1.201, 0.014, 0.408, 0.404, -0.189, -0.174, -0.196, -0.036]}

No. 3
{"formula": "CH6NOS", "method": "wB97M-V/def2-TZVPD", "e_above_lowest_kj_mol": 22.4, "orbital_gap_ha": 0.2678, "total_energy_ha": -569.918188, "charge": -1, "elements": ["S", "H", "N", "C", "O", "H", "H", "H", "H", "H"], "xyz": [[2.178, -1.165, 1.015], [2.586, -0.016, 1.568], [-0.109, 0.896, -0.988], [-1.115, 0.242, -0.161], [-1.057, -1.169, -0.098], [0.141, 0.223, -1.711], [0.754, 1.017, -0.475], [-2.073, 0.636, -0.520], [-1.001, 0.663, 0.848], [-0.302, -1.327, 0.522]], "forces_ev_per_a": [[-0.17, -0.10, -0.04], [-0.01, 0.11, 0.10], [0.08, -0.38, -0.46], [0.23, 1.02, 0.51], [0.13, 0.58, 0.35], [-0.06, 0.22, -0.04], [0.10, -0.30, 0.27], [-0.23, -0.93, -0.08], [0.00, -0.08, -0.02], [-0.07, -0.14, -0.59]], "nbo_charge": [-1.052, 0.088, -0.876, 0.088, -0.768, 0.354, 0.378, 0.135, 0.143, 0.510]}

No. 4
{"formula": "CH6NOS", "method": "wB97M-V/def2-TZVPD", "e_above_lowest_kj_mol": 31.8, "orbital_gap_ha": 0.2646, "total_energy_ha": -569.914611, "charge": -1, "elements": ["S", "H", "N", "C", "O", "H", "H", "H", "H", "H"], "xyz": [[1.958, -1.867, -0.137], [2.834, -0.852, -0.255], [0.206, 0.981, 0.308], [-1.101, 0.416, 0.373], [-1.337, -0.728, -0.461], [0.229, 1.506, -0.571], [0.909, 0.241, 0.141], [-1.833, 1.178, 0.095], [-1.384, 0.073, 1.376], [-0.481, -0.948, -0.867]], "forces_ev_per_a": [[0.02, 0.06, -0.14], [0.05, -0.07, -0.03], [0.33, 0.35, -1.01], [-0.82, -0.82, 0.24], [0.10, 0.45, -0.44], [0.12, 0.06, 0.34], [-0.27, -0.07, 0.66], [-0.04, 0.14, -0.03], [0.44, 0.20, 0.15], [0.07, -0.31, 0.26]], "nbo_charge": [-1.026, 0.085, -0.878, 0.103, -0.778, 0.329, 0.405, 0.125, 0.136, 0.497]}

No. 5
{"formula": "CH6NPS", "method": "wB97M-V/def2-TZVPD", "e_above_lowest_kj_mol": 269.2, "orbital_gap_ha": [0.3075, 0.2790], "total_energy_ha": -835.899688, "elements": ["C", "N", "P", "S", "H", "H", "H", "H", "H", "H"], "xyz": [[-0.566, -1.517, 0.030], [-0.564, 1.722, 0.581], [-0.045, -0.077, -1.207], [2.092, -0.193, -1.028], [-1.599, -1.691, -0.165], [-0.387, -1.029, 1.037], [0.068, -2.332, -0.013], [0.033, 1.138, 1.182], [-0.141, 2.662, 0.525], [2.346, 0.495, -2.201]], "forces_ev_per_a": [[0.76, 4.39, 0.63], [0.04, -2.00, -0.97], [0.00, 0.75, 2.12], [-0.60, 0.25, -0.77], [-0.64, -0.30, 0.05], [-0.64, -0.70, -0.91], [1.10, -1.78, -0.51], [-0.03, 0.63, -0.03], [0.30, -0.78, -0.48], [-0.29, -0.46, 0.88]], "nbo_charge": [-0.899, -0.964, 0.668, -0.318, 0.237, 0.234, 0.229, 0.314, 0.338, 0.162]}

No. 6
{"formula": "CH6NPS", "method": "wB97M-V/def2-TZVPD", "e_above_lowest_kj_mol": 243.6, "orbital_gap_ha": 0.3179, "total_energy_ha": -835.909421, "elements": ["C", "N", "P", "S", "H", "H", "H", "H", "H", "H"], "xyz": [[1.032, 1.360, -1.833], [-2.888, -2.359, 0.158], [-2.176, -0.987, 0.234], [2.473, 0.630, -1.032], [0.451, 0.457, -2.188], [1.278, 2.165, -2.498], [0.428, 1.668, -1.002], [2.458, -0.662, -1.744], [-3.020, -2.865, 0.968], [-2.053, -0.825, 1.769]], "forces_ev_per_a": [[-0.84, -2.18, 0.68], [0.43, 0.85, -2.55], [-0.03, 0.25, 1.84], [0.61, -2.40, -1.12], [0.59, 1.50, -0.48], [-0.15, -0.03, -0.55], [-0.38, 0.79, 0.26], [0.13, 2.31, 1.22], [-0.54, -1.23, 2.13], [0.16, 0.14, -1.44]], "nbo_charge": [-0.745, -1.055, 0.833, -0.069, 0.236, 0.223, 0.218, 0.137, 0.362, -0.140]}

No. 7
{"formula": "CH6NPS", "method": "wB97M-V/def2-TZVPD", "e_above_lowest_kj_mol": 557.4, "orbital_gap_ha": 0.2965, "total_energy_ha": -835.789919, "elements": ["C", "N", "P", "S", "H", "H", "H", "H", "H", "H"], "xyz": [[0.779, -1.049, 0.399], [-1.475, -0.524, 0.148], [-0.028, 2.411, 0.164], [-0.164, 0.289, -0.098], [1.077, -0.894, 1.343], [1.423, -1.670, -0.265], [-0.115, -1.662, 0.560], [-2.141, 0.214, 0.430], [0.599, 2.672, -1.100], [0.045, 0.213, -1.581]], "forces_ev_per_a": [[0.39, -3.37, -2.36], [-2.20, 2.60, 1.37], [0.08, -0.21, 0.61], [-0.82, 0.34, -5.03], [1.99, 0.70, 3.35], [0.11, 1.38, 0.33], [0.68, -0.52, -0.05], [-0.42, -0.58, -0.52], [-0.16, -0.65, 0.21], [0.36, 0.32, 2.10]], "nbo_charge": [-0.877, -1.112, -0.259, 1.056, 0.239, 0.254, 0.309, 0.358, -0.009, 0.040]}

No. 8
{"formula": "CH6NS", "method": "wB97M-V/def2-TZVPD", "e_above_lowest_kj_mol": 8.0, "orbital_gap_ha": 0.2592, "total_energy_ha": -494.661478, "charge": -1, "elements": ["S", "H", "C", "N", "H", "H", "H", "H", "H"], "xyz": [[-2.633, -0.149, 0.424], [-3.059, -0.723, 1.581], [1.041, 0.660, -0.373], [0.529, -0.709, -0.453], [1.821, 0.777, -1.123], [0.247, 1.353, -0.659], [1.360, 0.923, 0.639], [-0.434, -0.809, -0.113], [1.127, -1.323, 0.077]], "forces_ev_per_a": [[-0.30, -0.15, 0.39], [0.15, 0.18, -0.34], [-0.88, -0.48, -0.16], [0.27, -0.07, -0.39], [0.43, 0.17, 0.22], [-0.05, -0.08, 0.14], [0.29, 0.26, -0.08], [0.10, 0.33, 0.11], [-0.02, -0.16, 0.11]], "nbo_charge": [-1.051, 0.089, -0.412, -0.888, 0.160, 0.204, 0.156, 0.417, 0.324]}

No. 9
{"formula": "CH6NS", "method": "wB97M-V/def2-TZVPD", "e_above_lowest_kj_mol": 19.2, "orbital_gap_ha": 0.2392, "total_energy_ha": -494.657201, "charge": -1, "elements": ["N", "H", "H", "H", "C", "S", "H", "H", "H"], "xyz": [[-0.368, -1.882, -2.199], [-0.726, -1.510, -1.326], [0.636, -1.790, -2.233], [-0.735, -1.285, -2.928], [0.462, -0.285, 1.078], [-0.130, 1.366, 0.621], [1.324, -0.644, 0.510], [0.731, -0.317, 2.133], [-0.307, -1.071, 0.946]], "forces_ev_per_a": [[-0.44, -0.37, -0.34], [0.37, 0.17, 0.05], [0.07, 0.20, 0.31], [0.01, 0.07, 0.02], [-0.41, -0.57, 0.07], [-0.04, 0.10, -0.23], [0.18, 0.19, -0.10], [0.15, -0.06, 0.17], [0.10, 0.27, 0.05]], "nbo_charge": [-1.090, 0.383, 0.355, 0.349, -0.747, -0.737, 0.161, 0.171, 0.155]}

No. 10
{"formula": "CH6NS", "method": "wB97M-V/def2-TZVPD", "e_above_lowest_kj_mol": 25.3, "orbital_gap_ha": 0.2247, "total_energy_ha": -494.654873, "charge": -1, "elements": ["S", "H", "C", "N", "H", "H", "H", "H", "H"], "xyz": [[1.983, 0.813, -1.379], [1.482, 1.134, -0.191], [-2.228, -0.645, 1.839], [-1.538, -1.042, 0.642], [-1.911, -1.207, 2.717], [-3.287, -0.923, 1.770], [-2.169, 0.412, 2.146], [-1.984, -0.614, -0.159], [-0.623, -0.616, 0.553]], "forces_ev_per_a": [[0.03, -0.14, -0.31], [-0.13, 0.14, 0.39], [-0.66, 0.08, 0.95], [0.19, 0.27, -0.73], [0.46, -0.18, -0.04], [0.05, 0.24, -0.23], [-0.02, -0.03, -0.32], [-0.36, -0.19, -0.10], [0.44, -0.19, 0.40]], "nbo_charge": [-1.065, 0.070, -0.407, -0.836, 0.175, 0.175, 0.159, 0.349, 0.381]}

No. 11
{"formula": "CH6O", "method": "wB97M-V/def2-TZVPD", "e_above_lowest_kj_mol": 1.9, "orbital_gap_ha": 0.4530, "total_energy_ha": -116.923650, "elements": ["C", "H", "H", "H", "H", "O", "H", "H"], "xyz": [[-0.140, 0.717, 1.590], [-0.671, 1.565, 1.134], [0.301, 0.092, 0.799], [0.658, 1.094, 2.246], [-0.846, 0.116, 2.181], [0.210, -1.095, -3.038], [0.854, -1.704, -2.609], [-0.366, -0.785, -2.303]], "forces_ev_per_a": [[-0.03, 0.00, 0.01], [0.20, -0.31, 0.17], [-0.14, 0.23, 0.29], [-0.29, -0.14, -0.26], [0.26, 0.22, -0.22], [0.07, -0.31, 1.20], [-0.72, 0.66, -0.43], [0.64, -0.35, -0.77]], "nbo_charge": [-0.851, 0.214, 0.207, 0.216, 0.214, -0.940, 0.470, 0.470]}

No. 12
{"formula": "CH6O2", "method": "wB97M-V/def2-TZVPD", "e_above_lowest_kj_mol": 375.6, "orbital_gap_ha": 0.3527, "total_energy_ha": -192.015115, "elements": ["C", "H", "H", "H", "H", "H", "H", "O", "O"], "xyz": [[-0.699, -0.525, -2.172], [-0.791, 0.010, -0.320], [-1.392, -0.304, -3.158], [0.225, 0.150, -2.334], [-0.277, -1.559, -2.198], [2.120, 1.537, 4.221], [0.943, -0.106, 3.774], [-1.332, -0.096, -1.083], [1.203, 0.893, 3.270]], "forces_ev_per_a": [[2.25, 1.21, -4.79], [0.85, 0.00, 0.63], [1.61, -0.88, 2.53], [-1.02, -0.95, -0.22], [-0.81, 0.37, 0.20], [-3.84, -2.96, -3.74], [1.44, 4.60, -1.90], [-2.88, 0.26, 1.66], [2.39, -1.66, 5.62]], "nbo_charge": [-0.227, 0.475, 0.172, 0.143, 0.156, 0.453, 0.473, -0.720, -0.926]}